1.
Entry from the Open Molecules 2025 dataset: a molecular structure, C3H6N2OS2 (ωB97M-V with the def2-TZVPD basis set).

```
14
Properties=species:S:1:pos:R:3:nbo_charge:R:1
C -1.402 -0.855 2.392 -0.786
C -0.006 -0.250 0.178 -0.168
C 0.250 1.701 -1.456 0.219
H -2.099 -0.585 3.143 0.242
H -1.658 -1.888 2.055 0.239
H -0.498 -1.002 2.956 0.246
H 1.986 -0.756 -0.832 0.494
H -0.330 2.291 -0.811 0.176
H 1.598 1.364 -2.721 0.363
N 0.468 0.426 -0.921 -0.169
N 0.876 2.269 -2.452 -0.579
O 1.777 0.111 -1.445 -0.571
S -1.444 0.281 1.044 0.335
S 0.464 -1.703 0.499 -0.040
```

Calculated values
- F_max (eV/A) = 5.4
- ΔE to the lowest compared entry with this formula, charge and spin (kcal per mole) = 109.0
- DFT total energy (Eh) = -1098.90026
- total charge = 0

***

2.
Entry from the Open Molecules 2025 dataset: a molecular structure, C3H6N2OS2 (ωB97M-V with the def2-TZVPD basis set).

```
14
Properties=species:S:1:pos:R:3:nbo_charge:R:1
C -0.467 1.416 -0.147 -0.359
C 0.297 0.203 0.260 0.246
C 2.086 -1.143 -0.233 -0.252
N -1.916 1.337 0.217 -0.220
N -2.461 0.164 0.195 -0.355
O 1.317 -0.077 -0.589 -0.487
S -4.024 -0.036 0.317 0.052
S -1.568 -1.315 -0.055 0.121
H 0.103 2.327 0.234 0.238
H -0.321 1.371 -1.174 0.220
H 0.303 0.032 1.390 0.215
H 1.330 -1.955 -0.051 0.185
H 2.647 -0.857 0.703 0.186
H 2.675 -1.468 -1.065 0.210
```

Calculated values
- F_max (eV/A) = 3.4
- ΔE to the lowest compared entry with this formula, charge and spin (kcal per mole) = 129.7
- DFT total energy (Eh) = -1098.86715
- total charge = 0